Density functional theory data (wB97M-V/def2-TZVPD) for C27H35ClN6O5PTc as an isolated structure at a distorted geometry.

Structure (ORCA input):
```
! wB97M-V def2-TZVPD RIJCOSX def2/J DEFGRID3
* xyz 1 2
Tc -0.66 -0.79 -0.03
C 3.44 -0.21 1.42
C 1.99 -0.47 1.21
N 1.31 0.00 0.24
N 1.99 0.83 -0.64
C 1.28 1.45 -1.51
O -0.02 1.26 -1.64
C 1.94 2.40 -2.43
C 1.25 2.89 -3.54
C 1.88 3.75 -4.43
C 3.20 4.13 -4.22
C 3.89 3.65 -3.11
C 3.26 2.79 -2.23
C 1.22 -1.31 2.17
C 1.82 -1.98 3.21
C 1.03 -2.70 4.09
C -0.33 -2.72 3.91
C -0.86 -2.04 2.82
N -0.10 -1.36 1.97
H 3.79 0.56 0.75
H 4.01 -1.13 1.22
H 3.63 0.08 2.45
H 0.23 2.58 -3.73
H 1.34 4.12 -5.30
H 3.69 4.79 -4.92
H 4.92 3.94 -2.95
H 3.79 2.41 -1.36
H 2.90 -1.95 3.32
H 1.48 -3.25 4.91
H -0.99 -3.26 4.58
H -1.91 -2.09 2.58
C -2.80 -0.81 -3.41
C -2.52 -1.85 -2.33
C -3.82 -2.46 -1.80
C -1.63 -2.96 -2.89
N -1.82 -1.21 -1.23
H -3.32 -1.29 -4.24
H -1.85 -0.39 -3.78
H -3.41 0.01 -3.03
H -4.29 -3.08 -2.57
H -4.54 -1.67 -1.54
H -3.61 -3.08 -0.93
H -2.06 -3.33 -3.83
H -1.55 -3.79 -2.19
H -0.63 -2.58 -3.10
N -1.23 3.69 -1.26
C -1.92 3.61 0.05
P -2.53 1.91 0.11
O -3.15 1.57 -1.21
O -1.44 1.04 0.71
C -3.96 1.61 1.23
N -4.40 0.27 0.68
H -1.92 3.67 -2.00
H -0.51 2.10 -1.79
H -0.71 4.56 -1.33
H -2.74 4.33 0.18
H -1.20 3.74 0.86
H -4.78 2.31 1.08
H -3.70 1.53 2.28
H -3.72 -0.46 0.88
H -4.33 0.39 -0.35
H -5.33 -0.03 0.96
Cl 3.76 -8.26 -0.14
C 2.68 -6.90 -0.10
C 1.41 -7.06 0.43
C 0.56 -5.97 0.46
C 0.96 -4.74 -0.03
C 2.24 -4.60 -0.57
C 3.11 -5.68 -0.60
C 0.02 -3.58 0.05
O -1.07 -3.70 0.60
O 0.48 -2.47 -0.46
H 1.11 -8.02 0.81
H -0.44 -6.07 0.87
H 2.54 -3.64 -0.96
H 4.10 -5.59 -1.02
*
```

## Properties
* relative energy (zero: lowest compared OMol25 entry of this formula, charge and spin): 0.0 kJ/mol
* electronic energy: -2636.84807 Eh
* expectation value of S²: 0.771
* LUMO level (spin up / spin down): -3.23 / -3.23 eV

Löwdin atomic charge list, values in e, 2 entries:
1. Tc 1.500
2. C 0.002

***

Density functional theory data (wB97M-V/def2-TZVPD) for C27H35CoN2O5P as an isolated structure.

Structure (ORCA input):
```
! wB97M-V def2-TZVPD RIJCOSX def2/J DEFGRID3
* xyz 2 4
Co 0.40 0.60 0.45
C -0.33 2.68 2.93
C -1.47 1.73 2.62
O -0.97 0.44 2.25
C -0.42 -0.37 3.30
C 1.09 -0.32 3.29
O 1.46 -0.48 1.92
C 2.72 -1.07 1.59
C 2.59 -1.52 0.15
O 1.95 -0.51 -0.64
C 2.78 0.29 -1.48
C 3.47 1.36 -0.65
O 2.44 1.97 0.13
C 2.92 2.63 1.29
C 1.75 3.34 1.93
O 0.66 2.44 1.93
H 0.10 2.49 3.92
H -0.68 3.71 2.89
H -2.03 2.08 1.76
H -2.15 1.65 3.47
H -0.75 -1.39 3.10
H -0.83 -0.06 4.27
H 1.49 -1.15 3.88
H 1.50 0.61 3.68
H 2.91 -1.93 2.24
H 3.52 -0.34 1.73
H 1.94 -2.40 0.11
H 3.56 -1.78 -0.27
H 2.11 0.74 -2.21
H 3.51 -0.33 -2.00
H 3.96 2.09 -1.29
H 4.22 0.92 0.01
H 3.71 3.35 1.04
H 3.34 1.89 1.98
H 1.48 4.24 1.37
H 2.01 3.64 2.95
N -2.12 0.21 -1.44
P -1.16 -1.00 -0.73
C -2.41 -2.17 -0.15
C -2.90 -3.19 -0.97
C -3.91 -4.02 -0.51
C -4.43 -3.85 0.76
C -3.95 -2.84 1.58
C -2.94 -2.00 1.13
C -0.34 -1.83 -2.12
C 0.20 -3.10 -1.92
C 0.95 -3.70 -2.92
C 1.17 -3.03 -4.12
C 0.63 -1.77 -4.32
C -0.12 -1.17 -3.32
C -1.74 1.53 -1.51
C -2.52 2.44 -2.23
C -2.11 3.75 -2.33
C -0.92 4.13 -1.71
C -0.22 3.19 -1.01
N -0.62 1.90 -0.89
H -2.95 -0.04 -1.96
H -2.50 -3.33 -1.96
H -4.29 -4.81 -1.15
H -5.21 -4.50 1.12
H -4.36 -2.70 2.57
H -2.58 -1.20 1.76
H 0.01 -3.64 -1.00
H 1.35 -4.70 -2.78
H 1.74 -3.51 -4.91
H 0.78 -1.26 -5.26
H -0.54 -0.18 -3.49
H -3.43 2.10 -2.71
H -2.70 4.46 -2.88
H -0.55 5.15 -1.78
H 0.71 3.43 -0.53
*
```

## Properties
* relative energy (zero: lowest compared OMol25 entry of this formula, charge and spin): 0.0 kJ/mol
* electronic energy: -3259.21304 Eh
* expectation value of S²: 3.757
* LUMO level (spin up / spin down): -4.69 / -5.24 eV

Löwdin atomic charge list, values in e, 2 entries:
1. Co 0.756
2. C -0.142